Molecular formula: C19H26N2O3S
Method: DFT, wB97M-V/def2-TZVPD

Last column: Mulliken charge in e.
Cartesian coordinates (Å):
C  -0.566  6.125  1.553  -1.374
C  0.026  6.240  0.161  -0.746
C  0.972  5.047  -0.321  -0.097
C  0.140  3.885  -0.505  -0.495
C  0.820  2.861  -1.106  -0.982
H  0.404  2.051  -1.313  0.881
C  2.191  2.393  0.015  -0.869
N  2.765  1.196  -0.821  -0.153
C  2.204  0.007  -0.779  0.368
N  1.202  -0.407  0.072  -0.389
C  1.068  -1.686  -0.213  0.126
C  1.701  -2.327  -1.080  0.805
S  2.702  -1.356  -1.587  -0.773
C  1.623  -3.865  -1.477  -0.829
H  1.492  -4.512  -0.693  0.304
C  0.294  -3.948  -2.076  -0.205
C  0.073  -3.033  -3.163  0.403
O  -0.369  -1.920  -3.210  -0.476
O  0.819  -3.578  -4.507  -0.580
H  0.936  -2.797  -5.054  0.310
H  0.086  -4.959  -2.634  0.395
H  -0.419  -3.735  -1.472  0.223
H  2.481  -4.064  -2.172  0.370
C  -0.068  -2.138  0.767  0.507
C  -0.386  -3.421  0.984  -0.347
C  -1.446  -3.902  1.971  -1.030
C  -2.627  -2.921  2.282  0.753
C  -2.358  -1.735  1.439  -0.821
C  -1.237  -1.220  0.968  -0.682
H  -1.236  -0.338  0.515  0.707
H  -3.233  -1.028  1.598  0.207
O  -3.755  -3.176  2.757  -0.371
C  -3.751  -4.533  3.412  -0.785
H  -4.855  -4.443  3.982  0.238
H  -3.045  -4.614  4.237  0.365
H  -3.597  -5.384  2.562  0.317
H  -1.578  -4.806  2.311  0.702
H  0.721  -4.149  1.354  0.083
H  3.479  1.346  -1.540  0.248
H  3.049  3.152  -0.010  0.382
H  1.716  1.892  0.915  0.288
H  1.776  3.289  -1.955  0.182
H  -0.611  4.253  -1.151  0.390
H  -0.296  3.624  0.534  0.226
H  1.535  5.590  -1.246  0.162
H  1.612  4.910  0.601  0.157
H  0.621  7.229  0.309  0.317
H  -0.782  6.431  -0.484  0.459
H  0.095  5.966  2.136  0.527
H  -1.069  7.184  1.744  0.298
H  -1.318  5.321  1.392  0.306

## Properties
HOMO energy   -7.22 eV
Charge   0
Energy relative to the best compared isomer or geometry (same formula, charge and spin)   16.0750 eV
Orbital gap   7.837 eV


Molecular formula: C19H26N2O4Pd
Method: DFT, wB97M-V/def2-TZVPD

Last column: Mulliken charge in e.
Cartesian coordinates (Å):
Pd  -0.666  -0.121  0.673  0.325
C  0.391  2.138  1.515  0.902
C  0.646  0.880  2.283  -0.065
C  1.536  0.160  1.539  0.851
C  1.859  0.977  0.278  1.381
C  1.160  2.156  0.313  0.527
C  1.135  3.268  -0.687  -1.706
C  2.820  0.497  -0.726  -1.801
C  2.334  -1.018  1.962  -1.564
C  0.212  0.631  3.698  -1.296
C  -0.459  3.227  1.978  -1.817
H  1.443  4.209  -0.231  0.372
H  0.133  3.410  -1.096  0.385
H  1.810  3.070  -1.516  0.421
H  3.825  0.516  -0.287  0.380
H  2.829  1.105  -1.626  0.443
H  2.627  -0.547  -0.982  0.288
H  3.328  -0.678  2.272  0.405
H  2.480  -1.735  1.154  0.342
H  1.881  -1.524  2.812  0.449
H  1.079  0.624  4.361  0.318
H  -0.296  -0.328  3.807  0.157
H  -0.468  1.403  4.050  0.458
H  -0.834  3.837  1.159  0.408
H  0.192  3.880  2.585  0.432
H  -1.265  2.894  2.629  0.442
C  -3.149  -1.553  -1.601  -0.445
O  -3.183  -0.171  -1.122  -0.279
C  -2.286  0.263  -0.340  0.442
O  -2.174  1.355  0.182  -0.357
H  -4.177  -1.896  -1.570  0.301
H  -2.517  -2.150  -0.952  0.079
H  -2.782  -1.534  -2.622  0.282
O  -1.968  -2.840  4.108  -0.488
C  -2.092  -4.193  3.690  -0.687
N  -0.866  -4.938  3.772  -0.085
C  0.115  -5.055  2.835  0.044
O  1.062  -5.794  2.965  -0.580
C  0.054  -4.208  1.582  0.621
C  0.572  -4.765  0.416  -0.459
C  0.650  -3.991  -0.730  -1.049
C  0.243  -2.672  -0.673  -0.910
N  -0.236  -2.127  0.455  0.616
C  -0.335  -2.882  1.563  -0.311
H  -2.019  -2.798  5.070  0.314
H  -2.436  -4.161  2.658  0.414
H  -2.845  -4.711  4.282  0.464
H  -0.708  -5.523  4.582  0.273
H  0.919  -5.790  0.434  0.574
H  1.036  -4.394  -1.656  0.473
H  0.293  -2.028  -1.541  0.656
H  -0.722  -2.399  2.451  0.660

## Properties
HOMO energy   -15.33 eV
Charge   +2
Energy relative to the best compared isomer or geometry (same formula, charge and spin)   0.3936 eV
Orbital gap   6.344 eV


Molecular formula: C19H26N2O4S
Method: DFT, wB97M-V/def2-TZVPD

Last column: Mulliken charge in e.
Cartesian coordinates (Å):
C  0.340  2.900  -5.813  -0.819
H  0.184  2.071  -6.509  0.338
O  1.484  2.696  -5.015  -0.421
C  1.537  1.609  -4.209  0.830
C  0.519  0.664  -4.078  -0.479
C  0.687  -0.411  -3.222  -0.790
C  1.856  -0.544  -2.504  -0.337
C  2.874  0.386  -2.622  0.003
C  2.717  1.460  -3.471  -0.716
H  3.491  2.201  -3.590  0.442
H  3.776  0.243  -2.048  0.520
S  2.018  -1.920  -1.387  1.406
O  1.573  -3.128  -2.016  -0.761
O  3.327  -1.898  -0.793  -0.701
N  0.841  -1.516  -0.265  -0.187
H  0.476  -2.337  0.195  0.306
C  1.218  -0.455  0.645  -1.363
H  1.733  0.294  0.038  0.396
H  1.923  -0.810  1.408  0.290
C  -0.014  0.163  1.303  1.787
C  0.399  1.277  2.282  -1.631
N  -0.705  1.958  2.919  0.326
C  -1.680  2.437  1.961  -0.903
C  -2.165  1.379  0.962  -0.254
C  -0.966  0.748  0.260  -0.847
H  -1.286  -0.037  -0.427  0.363
H  -0.438  1.509  -0.321  0.251
H  -2.733  0.609  1.485  0.030
H  -2.829  1.850  0.235  0.420
H  -2.526  2.856  2.509  0.384
H  -1.200  3.250  1.401  0.382
C  -1.216  1.367  4.141  -1.443
C  -1.872  0.022  4.053  1.112
C  -1.372  -1.240  4.182  -0.701
C  -2.464  -2.125  3.994  -0.524
C  -3.556  -1.344  3.767  0.404
O  -3.203  -0.039  3.804  -0.387
C  -4.980  -1.684  3.504  -1.207
H  -5.284  -1.325  2.521  0.296
H  -5.112  -2.761  3.545  0.342
H  -5.625  -1.215  4.246  0.279
H  -2.436  -3.195  4.027  0.510
H  -0.356  -1.509  4.389  0.520
H  -0.373  1.289  4.834  0.416
H  -1.940  2.074  4.558  0.361
H  1.051  0.873  3.059  0.394
H  0.966  2.032  1.723  0.260
H  -0.540  -0.620  1.857  -0.295
H  -0.081  -1.159  -3.108  0.436
H  -0.399  0.756  -4.636  0.391
H  -0.557  3.039  -5.201  0.336
H  0.536  3.811  -6.376  0.236

## Properties
HOMO energy   -8.10 eV
SMILES   COc1ccc(S(=O)(=O)NC[C@@H]2CCCN(Cc3ccc(C)o3)C2)cc1
Charge   0
Energy relative to the best compared isomer or geometry (same formula, charge and spin)   3.5825 eV
Orbital gap   8.710 eV


Molecular formula: C19H26N2OS
Method: DFT, wB97M-V/def2-TZVPD

Last column: Mulliken charge in e.
Cartesian coordinates (Å):
O  -1.640  -2.251  -1.990  -0.665
C  -0.597  -1.623  -1.916  0.468
N  -0.541  -0.284  -2.082  0.247
C  0.664  0.515  -2.103  -0.580
H  1.390  0.106  -1.400  0.342
C  0.307  1.966  -1.708  -1.076
N  -0.774  2.054  -0.760  0.025
C  -1.997  1.578  -1.382  -0.823
H  -2.466  2.420  -1.909  0.358
C  -1.750  0.444  -2.403  -1.010
H  -2.573  -0.272  -2.399  0.389
H  -1.650  0.857  -3.414  0.354
H  -2.694  1.240  -0.619  0.479
C  -0.569  1.733  0.659  1.550
C  -1.573  2.589  1.453  -1.621
C  -1.403  2.375  2.955  0.557
C  0.005  2.787  3.372  -1.511
C  1.015  1.935  2.608  0.353
C  0.842  2.139  1.102  -2.057
H  1.588  1.529  0.590  0.524
H  1.014  3.187  0.852  0.467
C  0.804  0.462  2.950  -1.364
C  -0.606  0.053  2.533  0.430
C  -1.628  0.901  3.287  -1.454
H  -1.523  0.741  4.363  0.529
H  -2.641  0.605  3.003  0.519
C  -0.770  0.253  1.027  0.365
H  -0.033  -0.361  0.509  -1.387
H  -1.760  -0.093  0.725  0.709
H  -0.764  -1.005  2.769  0.366
H  0.939  0.304  4.022  0.578
H  1.538  -0.154  2.425  0.309
H  2.032  2.234  2.889  0.259
H  0.165  3.845  3.151  0.494
H  0.136  2.645  4.447  0.531
H  -2.138  2.988  3.490  0.215
H  -2.594  2.334  1.168  0.428
H  -1.412  3.638  1.198  0.392
H  -0.024  2.511  -2.599  0.460
H  1.194  2.470  -1.332  0.406
H  1.113  0.501  -3.106  0.403
C  0.679  -2.351  -1.675  0.318
C  1.141  -3.372  -2.449  -0.548
C  2.312  -3.976  -1.940  -0.505
C  2.714  -3.425  -0.769  -0.606
S  1.677  -2.149  -0.270  0.075
H  3.552  -3.684  -0.154  0.421
H  2.822  -4.790  -2.424  0.418
H  0.656  -3.676  -3.360  0.470

## Properties
HOMO energy   -8.13 eV
SMILES   O=C(c1cccs1)N1CCN([C@]23C[C@H]4C[C@H](C[C@H](C4)C2)C3)CC1
Charge   0
Energy relative to the best compared isomer or geometry (same formula, charge and spin)   0.0000 eV
Orbital gap   8.711 eV